38
Properties=species:S:1:pos:R:3:forces:R:3:nbo_charge:R:1 method="wB97M-V/def2-TZVPD" total_energy_ha=-730.37484 homo_energy_ha=-0.2907 e_lumo_ev=0.932
C 3.62440 -0.97351 3.76946 0.092 -0.027 0.026 -0.242
O 2.49634 -0.65893 3.00047 -0.245 0.098 -0.077 -0.546
C 2.63638 -1.01286 1.64268 -0.098 -0.139 -0.235 -0.054
C 1.36984 -0.62098 0.89130 0.343 0.238 0.276 -0.447
H 1.42694 -1.01782 -0.12213 -0.058 -0.053 -0.031 0.206
H 0.51887 -1.07665 1.39554 0.015 -0.081 -0.059 0.221
C 1.19953 0.90753 0.87885 -0.020 -0.187 0.157 -0.207
N 0.00496 1.44516 0.27615 -0.068 0.012 0.072 -0.449
C 0.01862 1.71671 -1.13967 0.197 -0.179 -0.060 -0.209
C 0.24436 0.52713 -2.09034 -0.230 0.268 -0.219 -0.442
C -0.12295 0.87517 -3.54134 0.133 -0.320 0.256 -0.211
N 0.66536 1.92680 -4.15675 0.165 0.291 -0.072 -0.829
H 1.65209 1.69225 -4.11665 -0.053 0.105 -0.002 0.348
H 0.53612 2.80151 -3.66031 0.113 -0.031 -0.078 0.349
H -1.17166 1.18162 -3.58618 -0.034 -0.111 -0.011 0.182
H -0.00833 -0.01950 -4.16115 -0.162 0.036 0.049 0.189
H 1.29262 0.21955 -2.05314 0.041 -0.065 0.015 0.188
H -0.37050 -0.31549 -1.77426 0.040 -0.092 0.049 0.215
H -0.94237 2.18021 -1.38205 -0.015 0.089 -0.081 0.188
H 0.80437 2.46312 -1.31452 -0.132 0.016 -0.095 0.188
C -1.26677 1.07304 0.86106 0.146 -0.048 -0.111 -0.259
C -1.97556 -0.10441 0.25821 -0.590 0.638 -0.389 0.264
C -2.90966 -0.16854 -0.73621 0.405 0.144 0.523 -0.316
C -3.22548 -1.53891 -0.90346 0.243 -0.408 0.247 -0.315
C -2.46532 -2.20704 0.00344 -0.531 -0.220 -0.621 0.081
O -1.71024 -1.34959 0.71108 0.283 0.060 0.305 -0.410
H -2.37371 -3.24898 0.23776 0.069 -0.116 0.110 0.203
H -3.92095 -1.96069 -1.59970 -0.128 -0.171 -0.111 0.228
H -3.32161 0.65532 -1.28235 -0.051 0.257 -0.063 0.226
H -1.09341 0.87851 1.92161 -0.102 0.076 0.037 0.221
H -1.93766 1.93726 0.76981 -0.043 -0.177 0.085 0.208
H 2.05141 1.35937 0.36234 0.070 0.033 0.061 0.189
H 1.22511 1.24241 1.92179 0.122 0.011 -0.071 0.203
H 2.80646 -2.09873 1.55676 0.033 0.124 0.007 0.165
H 3.51247 -0.50017 1.21120 -0.029 -0.053 0.033 0.155
H 3.40549 -0.66310 4.78915 0.093 -0.035 0.022 0.193
H 4.51486 -0.44172 3.40885 -0.018 -0.020 0.036 0.162
H 3.83193 -2.05159 3.75238 0.004 0.035 0.021 0.162

***

40
Properties=species:S:1:pos:R:3:forces:R:3:nbo_charge:R:1 method="wB97M-V/def2-TZVPD" total_energy_ha=-840.02599 homo_energy_ha=-0.2891 e_lumo_ev=0.610
C 0.85527 -5.54934 -0.36650 -0.176 0.087 -0.146 -0.596
C 0.16530 -4.42453 -1.12781 0.220 0.044 0.125 -0.416
C 1.05846 -3.18984 -1.22880 -0.367 0.084 -0.234 -0.414
C 0.47045 -2.09536 -2.12876 0.332 -0.229 0.179 -0.204
N -0.79219 -1.51733 -1.67548 -0.325 0.093 0.079 -0.637
C -0.74560 -0.83141 -0.43084 0.158 0.040 -0.164 -0.137
C -0.25807 0.44860 -0.35846 -0.389 -0.623 -0.138 0.435
N 0.08851 1.12339 -1.49593 0.058 -0.019 0.151 -0.807
H 0.81741 1.81432 -1.47126 -0.030 -0.018 -0.016 0.395
H 0.00951 0.57065 -2.33369 0.013 -0.009 -0.037 0.419
N -0.16784 1.10675 0.84784 0.110 0.049 -0.026 -0.430
C -0.64684 0.54766 2.02202 0.099 -0.119 -0.031 0.794
O -0.57030 1.11473 3.08997 -0.071 0.151 0.281 -0.633
N -1.20484 -0.69149 1.88903 -0.231 -0.286 0.274 -0.630
C -1.30285 -1.46263 0.73234 0.244 0.378 -0.071 0.642
O -1.83363 -2.55926 0.76422 -0.080 -0.121 0.027 -0.638
H -1.57458 -1.10143 2.73930 0.078 0.103 -0.143 0.430
C 0.34665 2.46353 0.93839 -0.168 0.430 0.082 -0.227
C -0.67422 3.49327 0.44942 0.224 0.092 -0.123 -0.413
C -0.09788 4.90787 0.40175 -0.158 -0.108 0.171 -0.391
C 0.26450 5.45160 1.77877 0.016 0.007 -0.246 -0.609
H 0.56402 6.49433 1.70406 0.056 0.083 0.085 0.212
H -0.58972 5.38692 2.44798 -0.080 0.006 0.132 0.208
H 1.08701 4.89415 2.21835 0.095 -0.023 0.133 0.201
H -0.84196 5.56439 -0.05380 0.062 0.006 -0.082 0.208
H 0.78718 4.92028 -0.23963 -0.002 0.040 -0.105 0.189
H -1.02159 3.21153 -0.54670 -0.058 -0.016 0.075 0.215
H -1.53324 3.47247 1.12214 -0.070 -0.048 0.019 0.211
H 0.56071 2.62831 1.99605 0.115 -0.046 -0.237 0.260
H 1.28306 2.54162 0.37787 0.013 -0.019 0.061 0.182
H -1.48045 -2.26092 -1.58604 -0.015 0.189 -0.079 0.391
H 1.20482 -1.28807 -2.22113 -0.042 -0.046 -0.105 0.177
H 0.28691 -2.50328 -3.12713 0.108 0.045 -0.002 0.193
H 1.22190 -2.78051 -0.22837 0.100 0.009 0.043 0.199
H 2.03164 -3.47629 -1.63597 0.082 0.007 0.043 0.200
H -0.09046 -4.76889 -2.13355 -0.057 0.002 -0.057 0.186
H -0.75789 -4.16400 -0.60749 -0.027 -0.004 -0.111 0.229
H 0.20464 -6.41780 -0.29997 0.005 -0.136 0.064 0.209
H 1.09982 -5.22800 0.64345 0.053 -0.009 0.130 0.202
H 1.77637 -5.84597 -0.86564 0.104 -0.066 -0.002 0.195

***

36
Properties=species:S:1:pos:R:3:forces:R:3:nbo_charge:R:1 method="wB97M-V/def2-TZVPD" total_energy_ha=-834.98963 homo_energy_ha="-0.2278 / -0.2277" e_lumo_ev="-1.259 / -1.259"
C 2.40255 -0.20920 0.01257 2.865 0.332 1.176 0.396
C 3.22320 1.15660 0.03778 -0.241 -3.484 -1.261 -0.464
C 4.60584 0.74028 -0.50072 -1.436 1.452 -1.171 -0.399
C -2.78498 -2.25156 -0.55877 -2.045 0.594 -0.053 -0.396
C -3.33284 -0.94838 -1.21130 1.920 -3.399 -0.897 -0.382
C -2.82374 -2.03320 0.95400 1.930 -0.924 1.131 -0.420
C 4.70735 -0.75425 -0.44397 -0.693 -0.812 2.278 -0.406
C -2.32893 0.11735 -0.84044 0.356 -0.849 -0.985 -0.436
C -1.83936 -0.89987 1.47557 -1.608 1.056 -0.435 -0.400
C 3.28016 -1.25423 -0.23342 -0.315 4.466 0.290 -0.416
C -2.18706 0.43618 0.63950 2.485 -1.680 0.210 -0.714
C -0.73146 3.29518 -0.12559 0.964 -1.660 2.948 -1.121
O 1.19879 -0.21812 0.46777 -2.057 0.617 0.127 -0.775
Si -0.91736 1.78716 1.03563 1.011 -0.277 0.164 1.596
H 2.55109 1.76955 -0.49210 -0.114 1.580 -1.059 0.186
H 3.34737 1.48588 1.00722 -0.278 0.735 2.344 0.189
H 4.64133 1.02262 -1.53822 0.032 0.181 -0.702 0.193
H 5.38774 1.32361 -0.06827 0.698 0.057 0.704 0.198
H -3.47600 -3.09192 -0.75150 0.363 0.186 -0.166 0.203
H -1.81491 -2.49481 -0.99378 0.146 0.000 0.450 0.213
H -3.35120 -1.15783 -2.33481 -0.044 0.850 1.325 0.208
H -4.31792 -0.85999 -0.85480 -1.383 0.754 0.400 0.195
H -3.83084 -1.98755 1.39763 0.078 0.684 -0.597 0.205
H -2.50635 -3.01103 1.34340 0.387 0.296 0.422 0.218
H 4.99226 -1.11370 -1.36505 1.334 -0.883 -2.075 0.192
H 5.46841 -1.08585 0.31250 -0.771 0.036 -0.395 0.180
H -1.39845 -0.26380 -1.29921 -0.037 0.674 0.339 0.230
H -2.75532 0.86509 -1.43644 0.349 2.362 -0.554 0.213
H -1.96297 -0.65383 2.58063 0.168 -0.585 -1.328 0.206
H -0.80181 -1.07980 1.23283 0.311 -0.651 0.192 0.259
H 2.98831 -2.20461 -0.05193 -0.627 -3.060 0.206 0.192
H -3.12728 0.70142 0.95302 -2.427 1.252 1.086 0.237
H 0.31260 3.35581 -0.32897 0.903 0.345 -0.175 0.270
H -1.24842 3.21417 -0.99576 -1.561 -0.446 -2.556 0.247
H -1.06502 4.14422 0.42128 -0.135 0.884 0.512 0.250
H -0.50480 2.15840 2.55373 -0.525 -0.683 -1.896 -0.148

***

57
Properties=species:S:1:pos:R:3:forces:R:3:lowdin_spin:R:1 method="wB97M-V/def2-TZVPD" total_energy_ha=-9179.72222 homo_energy_ha="-0.3423 / -0.3283" multiplicity=6 e_lumo_ev="-1.597 / -3.944"
Ag 2.11433 -1.53317 -0.89434 2.141 -0.550 -2.093 0.011
Ni -1.46409 -2.98683 0.65026 0.218 0.359 -1.056 1.695
Ni -0.96710 -1.77387 -2.12045 2.813 0.722 -1.622 1.809
P -0.21993 -0.71099 0.24910 0.583 -1.155 -0.894 0.013
O -1.21661 -1.26273 1.34774 0.031 2.114 0.502 0.082
O -0.82146 -0.17846 -1.11624 -0.670 2.435 2.563 0.082
O 0.05480 -2.11999 -0.36553 -1.306 -5.078 -1.014 0.184
O 1.21268 -0.35392 0.64475 -2.476 2.642 1.558 0.024
C 1.63908 -0.97580 -4.14053 -0.598 0.266 2.024 0.012
O 0.95518 -1.36781 -2.92635 -0.613 -0.866 -0.433 0.120
H 1.03250 -0.95290 -5.04587 -0.251 -0.201 0.015 0.000
H 1.96289 0.03507 -3.89273 0.351 0.305 -0.653 0.003
H 2.52249 -1.59691 -4.28854 -0.029 -0.120 -0.170 0.004
C -2.32057 -3.90223 -1.55678 4.734 1.040 4.760 0.037
O -1.79329 -4.50607 -0.63911 -0.296 -7.949 3.414 0.051
O -2.53897 -2.76198 -1.14253 -7.010 8.154 2.567 0.376
O -1.63342 -3.61668 -2.51544 2.326 -1.693 -9.708 0.467
Cl -5.80516 2.12971 -0.70414 0.691 -0.811 -0.056 0.000
C -4.41150 0.97894 -0.45129 0.533 0.412 0.092 0.000
C -3.29651 1.65171 0.32476 0.107 -0.007 -0.305 0.000
Cl -3.74958 2.07300 1.98974 0.152 -0.056 0.060 0.000
H -3.92059 0.72415 -1.39054 -0.604 0.094 -0.271 0.000
H -4.74992 0.04795 0.00350 -0.265 0.334 0.173 0.000
H -2.94121 2.54512 -0.18875 -0.383 0.192 0.129 0.000
H -2.42171 1.00155 0.31432 -0.273 -0.244 0.344 0.001
Cl 2.08221 -0.19766 5.50914 -0.346 -0.122 -1.121 0.000
C 0.83190 -0.18925 4.15046 -0.564 0.386 1.136 0.000
C -0.51206 0.20122 4.79916 0.307 -0.191 -1.268 0.000
Cl -1.09960 -1.10826 5.82052 -0.105 -0.329 0.633 0.000
H 0.74221 -1.17502 3.69407 0.260 -0.016 0.279 0.000
H 1.12495 0.51755 3.37416 0.140 0.097 0.314 0.000
H -1.27039 0.24192 4.01725 0.147 0.371 -0.167 0.000
H -0.48543 1.14351 5.34640 0.150 -0.224 0.003 0.000
Cl 1.51683 3.51233 3.40939 -0.130 -0.487 -0.848 0.000
C 1.66825 2.83096 1.72067 0.851 -0.036 0.005 0.000
C 0.34709 2.67241 0.96895 0.986 -0.108 0.495 0.000
Cl -0.51958 4.21405 0.90370 -0.355 -0.139 0.016 0.000
H 2.17855 1.87131 1.80286 -0.480 -0.274 0.227 0.000
H 2.43537 3.42623 1.22539 -0.532 0.510 -0.124 0.000
H -0.17068 1.85983 1.47858 -0.710 0.457 0.096 0.000
H 0.49828 2.34353 -0.05919 0.285 0.054 0.101 0.000
Cl -2.26863 -1.09032 -4.21842 0.166 -0.145 -0.141 0.024
C -1.88837 0.40098 -5.10045 0.340 2.484 0.071 0.003
C -1.46479 1.61333 -4.14317 -0.132 -1.075 -1.408 0.000
Cl -2.85505 2.14070 -3.22944 -0.553 0.130 0.673 0.000
H -2.78194 0.65397 -5.67109 -0.421 0.119 0.672 0.001
H -1.20242 0.32051 -5.94372 0.759 -0.824 0.642 0.000
H -1.20333 2.51216 -4.70161 0.181 -0.441 -0.520 0.000
H -0.61626 1.38064 -3.49978 -0.280 -0.346 0.141 0.000
Cl 3.24055 -2.53955 1.32685 -0.668 -1.733 -0.449 0.000
C 3.96448 -1.17407 2.09897 0.206 1.038 -0.121 0.000
C 5.43482 -1.36410 2.18780 0.919 0.186 0.425 0.000
Cl 6.21669 -1.35363 0.56443 -0.167 -0.153 0.448 0.000
H 3.54346 -1.07811 3.09979 -0.090 0.230 -0.123 0.000
H 3.73715 -0.34421 1.42982 -0.153 0.279 0.548 0.000
H 5.66525 -2.27703 2.73694 0.160 -0.152 -0.416 0.000
H 5.88836 -0.55256 2.75684 -0.080 0.116 -0.141 0.000